1.
Below is a molecular structure, C23H14Cl2N5O3SSn, with properties calculated with wB97M-V/def2-TZVPD.

Gap between HOMO and LUMO (eV): 6.97
Total charge: +1

```
49
Properties=species:S:1:pos:R:3:forces:R:3:nbo_charge:R:1
Sn 0.116713 -0.224292 -0.032371 -0.64 -0.36 -0.09 2.04
Cl 6.552338 -0.508114 1.928646 0.00 0.02 0.00 0.05
Cl 5.412051 2.023236 3.467983 0.01 -0.01 -0.01 0.05
S 0.302158 -0.054585 -2.468082 0.00 -0.01 -0.02 -0.08
O 0.132866 1.909259 3.507164 -0.05 0.15 -0.17 -0.57
O 2.713210 -3.507619 0.231598 0.06 0.02 -0.11 -0.57
O -0.377277 1.866393 -0.391868 0.08 0.11 -0.16 -0.62
N 0.766689 0.540698 1.761087 -0.13 0.61 -0.12 -0.77
N -1.780507 0.101091 1.094078 0.02 0.10 0.15 -0.53
N 1.659838 -1.480618 0.546784 0.54 0.15 -0.53 -0.79
N -0.528070 -2.376041 -0.694307 0.14 -0.02 0.09 -0.53
N -0.478626 2.355512 -1.627180 0.06 -0.02 0.10 0.02
C -0.284635 2.167433 -3.966206 0.02 -0.06 0.02 -0.22
C 1.781980 -2.744769 0.091955 -0.18 0.02 0.34 0.63
C -1.539231 0.960944 2.106282 0.10 -0.01 -0.03 0.17
C -4.119159 0.327719 1.468295 0.01 0.03 0.01 -0.24
C 4.015857 -0.992047 1.220328 -0.08 -0.04 0.05 -0.25
C 4.367501 0.964673 2.598195 0.06 -0.08 -0.08 -0.06
C -0.700600 -4.939616 -1.713840 0.00 -0.01 -0.01 -0.11
C -3.045653 -0.202417 0.783374 0.02 -0.05 -0.06 0.08
C -1.761897 -4.054536 -1.845991 0.00 0.00 -0.03 -0.23
C -0.180526 1.590715 -2.699167 0.01 0.12 -0.01 0.04
C 0.456985 -4.513869 -1.087319 -0.03 -0.01 0.01 -0.19
C -2.565163 1.540100 2.823255 -0.11 -0.05 0.04 -0.20
C -1.629471 -2.779424 -1.338417 -0.02 0.02 0.01 0.07
C -3.875501 1.221426 2.500935 0.05 0.00 0.01 -0.11
C -0.983101 4.228906 -2.968774 0.01 0.02 -0.01 -0.23
C 2.156317 0.396920 1.900866 -0.01 -0.22 0.06 0.10
C 0.507781 -3.225647 -0.586717 0.00 0.08 0.00 0.14
C 3.007437 1.248453 2.577794 -0.06 -0.05 0.02 -0.22
C 4.867510 -0.145720 1.920615 -0.02 0.10 0.07 -0.05
C -0.680523 3.476834 -4.103734 -0.02 0.03 -0.01 -0.13
C -0.872133 3.643937 -1.738598 0.04 -0.06 0.00 0.04
C 2.657702 -0.734009 1.223316 -0.07 -0.04 0.09 0.18
C -0.092117 1.243546 2.518445 0.08 -0.46 0.27 0.64
H 1.327061 -5.143656 -0.969694 0.00 0.01 0.01 0.27
H -1.064059 4.132132 -0.795777 0.00 0.00 0.00 0.25
H -1.293062 5.261044 -3.035009 0.00 -0.01 -0.01 0.25
H -2.675078 -4.339941 -2.348258 0.01 0.01 0.00 0.24
H -3.200682 -0.891632 -0.033825 0.03 0.02 0.04 0.20
H 4.413411 -1.850741 0.703561 0.01 -0.03 0.01 0.27
H 2.620944 2.113144 3.095389 0.00 -0.01 0.03 0.26
H -2.305704 2.209678 3.630930 0.01 0.00 -0.01 0.27
H -0.771898 -5.943331 -2.111198 0.00 0.00 0.01 0.24
H -0.754437 3.918916 -5.087657 0.00 -0.01 0.01 0.25
H -0.040743 1.558229 -4.824781 0.00 0.01 0.00 0.25
H -4.697115 1.658147 3.052950 0.01 0.00 0.00 0.24
H -5.123423 0.043013 1.189802 0.01 0.00 0.00 0.25
H -2.415949 -2.049467 -1.474846 0.03 -0.02 0.01 0.20
```
Positions in Å, forces in eV/Å.

2.
Below is a single C5H9N molecule, with properties calculated with wB97M-V/def2-TZVPD.

Gap between HOMO and LUMO (eV): 7.24
ΔE to the lowest compared entry with this formula, charge and spin (kJ/mol): 518.2

```
15
Properties=species:S:1:pos:R:3:forces:R:3:nbo_charge:R:1
N -0.523211 -2.725176 -1.468200 1.72 -1.41 1.05 -0.68
C -0.298332 -0.726212 0.084664 -0.01 -0.64 -0.37 -0.21
C -0.294161 1.632602 0.637023 1.02 0.03 2.86 -0.19
C 0.379608 0.512263 0.341144 -0.06 0.47 -0.90 -0.21
C 0.470447 2.877390 1.056710 -0.52 -0.09 -0.51 -0.64
C 0.156737 -1.630772 -0.854690 -0.81 2.81 -0.21 -0.27
H 0.971058 -1.239893 -1.466829 0.16 -0.29 0.08 0.20
H 0.486784 -2.682686 -0.450916 -0.20 -1.30 -0.80 0.43
H -1.304800 -0.835962 0.471556 0.02 -0.16 0.23 0.20
H 1.531415 2.668930 0.967561 0.22 0.24 0.25 0.20
H -1.147290 1.458493 1.295527 -0.88 0.20 -1.09 0.19
H -0.968910 -3.351874 -0.794520 -0.86 0.58 -0.02 0.33
H 0.256613 3.787277 0.506333 -0.14 0.02 -0.50 0.21
H 0.165453 3.140156 2.068070 0.37 -0.18 0.27 0.21
H 1.441840 0.624069 0.128864 -0.05 -0.30 -0.34 0.20
```
Positions in Å, forces in eV/Å.

3.
Below is a single C5H12N2O molecule, with properties calculated with wB97M-V/def2-TZVPD.

Gap between HOMO and LUMO (eV): 9.67
SMILES: CC[C@@H](N)C(=O)NC
ΔE to the lowest compared entry with this formula, charge and spin (kJ/mol): 90.8

```
20
Properties=species:S:1:pos:R:3:forces:R:3:nbo_charge:R:1
O -1.403528 1.864144 -0.304805 -0.16 -0.03 -0.09 -0.62
N 0.204009 -0.806156 -1.211596 0.27 -0.58 0.22 -0.85
N 0.807583 2.105079 -0.045932 0.69 0.10 -0.22 -0.62
C -0.317958 1.345042 -0.134438 -0.12 0.07 0.36 0.67
C -0.141317 -0.168748 0.048378 -0.55 0.41 -0.60 -0.14
C 2.150272 1.600236 -0.255051 0.25 -0.17 -0.16 -0.42
C -1.440973 -0.740545 0.588800 -0.20 0.04 1.01 -0.41
C -1.333339 -2.226014 0.885016 -0.77 -1.01 -0.45 -0.62
H -2.283067 -2.752359 0.706847 0.08 0.28 -0.09 0.21
H 2.293659 1.115801 -1.226721 -0.14 -0.02 0.04 0.18
H 2.870593 2.408160 -0.239702 -0.06 0.33 0.15 0.22
H 0.675337 3.082558 -0.250397 -0.22 0.00 -0.04 0.40
H -2.300089 -0.477890 -0.033179 0.34 -0.14 -0.34 0.23
H -1.680444 -0.241403 1.538209 0.18 0.14 -0.22 0.22
H -1.132004 -2.460210 1.925775 0.46 0.20 0.13 0.21
H -0.617545 -2.731730 0.231206 0.10 0.15 0.20 0.22
H 1.076164 -0.527453 -1.626369 -0.13 0.07 -0.12 0.37
H 2.454672 0.906644 0.520725 -0.03 -0.17 0.14 0.20
H 0.661294 -0.364093 0.758537 0.07 -0.02 0.08 0.19
H -0.543319 -0.931062 -1.875303 -0.03 0.34 0.02 0.38
```
Positions in Å, forces in eV/Å.

4.
Below is a molecular structure, C32H51BaN4O2P2, with properties calculated with wB97M-V/def2-TZVPD.

Gap between HOMO and LUMO (alpha / beta) (eV): 5.53 / 5.54
Total charge: +1
ΔE to the lowest compared entry with this formula, charge and spin (kJ/mol): 117.4

```
92
Properties=species:S:1:pos:R:3:forces:R:3:mulliken_charge:R:1
Ba -0.775869 0.030806 1.127747 -0.07 0.10 -0.22 2.42
P -1.984675 1.652033 -1.205862 1.11 0.23 0.23 -0.55
P 2.226835 -0.711753 1.764129 0.24 -0.24 0.00 0.52
O -1.249783 1.642557 3.284732 -0.54 0.53 1.18 -0.42
O -3.166998 -2.021232 4.446335 1.36 1.33 -2.57 -0.16
N -1.621898 3.578546 4.456112 -0.01 -0.10 -0.07 -0.41
N -0.746704 -2.626975 -0.279284 -0.33 -1.86 -1.07 -0.35
N 1.119645 0.936596 -0.886011 0.37 -0.19 -0.21 1.06
N -1.943594 1.549567 5.473035 -0.08 0.14 0.01 -0.39
C 2.832265 -0.169375 3.511155 0.23 -0.37 -0.60 1.68
C -0.781262 -5.439710 -4.277166 -0.22 0.27 -0.26 -0.56
C 2.934665 1.538654 -2.960169 -0.90 -0.60 -0.29 -0.85
C -0.335546 -3.111012 -4.829186 -0.17 -0.45 0.31 -0.81
C -3.646725 0.551734 -1.463169 0.67 0.81 -0.66 2.55
C -2.111124 3.537314 -1.548978 -1.03 -0.40 0.14 1.52
C 2.711354 -2.514426 -0.329967 -0.17 0.12 0.17 -1.80
C 0.657448 1.220832 -2.172232 -1.31 -0.03 0.32 -0.17
C 2.254442 -3.500244 1.949052 0.01 -0.24 -0.06 -1.71
C -0.789203 -3.375977 -1.179532 0.03 2.93 1.22 -0.20
C -4.861824 1.484066 -1.422517 -0.22 -0.07 -0.07 -1.82
C -3.881147 -0.542170 -0.391408 0.25 0.12 0.02 -1.75
C -3.509733 -0.152061 -2.819190 -0.33 -0.19 -0.04 -1.82
C -0.713203 4.200921 -1.439386 -0.05 -0.33 -0.12 -1.81
C 4.499593 -2.514142 1.382827 0.12 -0.35 -0.01 -1.79
C 4.356300 -0.256616 3.662627 0.16 0.15 0.41 -1.73
C -0.462811 -4.450275 -5.209681 -0.01 0.25 -0.15 -0.41
C 3.388896 1.360845 -1.658351 -0.03 -0.22 1.02 -0.55
C -0.719705 1.450489 -2.484168 -0.20 -2.40 0.56 -0.40
C -0.489393 -2.766582 -3.495486 0.13 0.09 0.00 0.01
C 3.081270 0.457505 0.629081 0.45 0.59 -0.16 -0.82
C 2.164082 -1.057876 4.572069 0.00 0.02 0.09 -1.71
C 2.984162 -2.382258 1.182728 -0.01 0.30 0.48 1.56
C 2.458160 0.944846 -0.699917 0.49 0.03 0.14 -0.44
C -2.629940 3.597131 -2.997112 -0.09 0.64 -0.25 -1.49
C -2.673151 -1.555313 3.520236 -1.32 -1.34 2.48 0.11
C -0.934309 -5.095823 -2.937132 -0.10 -0.33 -0.62 -0.45
C -1.599323 2.230865 4.348026 0.34 -0.64 -0.82 0.49
C 1.593427 1.354277 -3.224101 1.03 0.19 -0.69 -1.04
C 2.412497 1.298820 3.733374 -0.02 -0.05 -0.02 -1.83
C -0.749469 -3.767118 -2.557944 -0.07 -1.01 0.14 0.61
C -3.032583 4.238909 -0.529856 0.03 0.14 -0.22 -1.63
H 2.540662 -4.476969 1.528939 -0.05 0.21 0.09 0.47
H 1.069338 -1.047595 4.492945 0.13 0.02 -0.04 0.20
H 4.731165 -1.285144 3.695465 -0.21 0.39 -0.01 0.29
H -4.412441 -0.759565 -3.005921 0.18 0.18 -0.03 0.48
H 2.500534 -2.100663 4.532811 -0.06 0.26 -0.09 0.34
H -2.238354 4.474184 -3.524556 -0.25 0.13 0.12 0.42
H -2.301532 2.749503 -3.605957 0.01 0.21 0.24 0.22
H 1.226581 1.372663 -4.251201 0.04 0.20 0.30 0.46
H 3.361425 1.351854 1.206170 -0.10 -0.24 -0.10 0.70
H -4.081272 3.953157 -0.636586 0.12 0.05 -0.03 0.30
H 2.683442 1.576245 4.763847 -0.08 -0.05 -0.25 0.55
H 4.801731 -2.563976 2.434169 -0.14 -0.03 -0.38 0.33
H -3.720856 3.612578 -3.027120 0.09 0.25 -0.04 0.37
H -0.142624 -2.345606 -5.565409 0.05 0.02 -0.04 0.46
H -4.958527 1.974376 -0.445995 0.03 -0.12 -0.14 0.30
H 2.986567 -3.529135 -0.651436 -0.07 0.17 0.12 0.61
H 4.448430 1.476142 -1.405220 -0.47 -0.22 -0.06 0.47
H 1.160170 -3.419095 1.866384 0.27 0.04 -0.03 0.21
H -0.161273 3.905075 -0.532535 -0.24 0.08 -0.17 0.14
H -0.077178 3.967301 -2.299534 -0.18 -0.07 0.20 0.32
H -0.858871 5.294037 -1.426792 0.00 -0.33 0.07 0.62
H 1.333244 1.478249 3.617718 0.20 -0.16 -0.02 0.22
H -0.345786 -4.688194 -6.267903 -0.05 -0.12 0.33 0.38
H -2.072952 0.547372 5.446271 0.14 0.38 -0.05 0.14
H -3.395359 0.556253 -3.651225 -0.02 -0.17 0.24 0.33
H 4.818084 -3.464525 0.922688 -0.06 0.28 0.06 0.52
H -2.653150 -0.844418 -2.824350 -0.18 0.31 -0.01 0.30
H -3.910213 -0.149395 0.639044 0.00 0.05 -0.22 0.32
H -1.257608 -5.864439 -2.242428 0.25 0.22 0.15 0.45
H -5.781119 0.899515 -1.586681 0.19 0.11 0.02 0.53
H 4.885190 0.292966 2.872787 -0.10 -0.15 0.16 0.28
H -1.449114 4.136934 3.636557 0.05 -0.11 0.05 0.23
H -2.963781 5.329989 -0.651137 -0.11 -0.22 0.02 0.50
H 3.653840 1.693987 -3.751462 -0.08 0.17 -0.16 0.42
H 2.516454 -3.523956 3.016119 -0.04 0.07 -0.32 0.33
H 2.426018 -0.680646 5.570396 -0.05 -0.03 -0.17 0.49
H -1.065765 1.187594 -3.506628 0.58 0.58 0.61 0.38
H -0.982931 -6.453404 -4.626447 0.20 0.25 0.24 0.39
H -3.168621 -1.384076 -0.438295 -0.03 0.32 -0.06 0.23
H -2.264862 2.056836 6.288875 0.07 -0.35 -0.25 0.18
H 1.652304 -2.357786 -0.557379 0.22 0.02 -0.06 0.11
H 4.632155 0.196483 4.628291 -0.01 -0.01 -0.24 0.53
H -4.824706 2.265326 -2.186888 0.01 -0.25 0.15 0.28
H 3.312589 -1.814044 -0.921058 -0.16 -0.04 0.12 0.25
H 4.033475 -0.034915 0.376728 -0.22 0.36 0.00 0.31
H -1.928878 4.042774 5.298959 0.07 -0.11 -0.27 0.17
H -2.727613 4.004579 0.499694 0.04 0.01 -0.17 0.20
H -0.424388 -1.740265 -3.152635 0.15 0.05 -0.10 0.42
H -4.876894 -0.983775 -0.583432 0.38 0.15 0.10 0.51
H 5.060660 -1.712148 0.884497 -0.11 -0.18 0.18 0.29
H 2.947541 1.981392 3.061399 -0.14 -0.13 0.19 0.38
```
Positions in Å, forces in eV/Å.

5.
Below is a molecular structure, C2ErF6NO4S2, with properties calculated with wB97M-V/def2-TZVPD.

⟨S²⟩: 3.7526
Gap between HOMO and LUMO (alpha / beta) (eV): 5.37 / 5.49
Total charge: +2
2S+1: 4

```
16
Properties=species:S:1:pos:R:3:forces:R:3:nbo_charge:R:1
Er -0.334402 1.661099 2.540466 2.48 -3.82 -2.49 2.64
S 1.619519 0.481932 -0.076795 0.89 1.39 -5.47 2.09
S -0.208211 -1.481852 0.854870 2.45 -3.77 -2.29 2.16
F -1.638229 -2.994218 -0.713301 0.22 0.43 0.30 -0.25
F -0.439817 1.384374 -1.643367 -2.53 1.33 2.92 -0.27
F 1.006065 2.558751 -2.345092 0.96 -0.90 -0.01 -0.28
F -2.773606 -1.773460 0.661394 -0.19 0.08 0.35 -0.28
F 0.984379 3.239125 -0.501156 -2.98 0.44 3.29 -0.27
F -1.874906 -0.882204 -1.080903 0.04 0.39 -0.08 -0.28
O 0.264620 -2.755310 1.339019 -0.90 2.32 -0.15 -0.76
O 1.516251 1.152363 1.244789 -2.54 1.54 4.70 -1.13
O 2.941224 0.401453 -0.635075 -1.66 0.01 1.20 -0.75
O -0.665968 -0.503326 1.883807 -0.48 4.18 2.18 -1.13
N 0.795873 -0.835631 -0.225504 -0.76 0.28 1.63 -1.12
C 0.556457 2.155794 -1.141979 5.29 -3.13 -5.59 0.84
C -1.749250 -1.808889 -0.161172 -0.31 -0.77 -0.51 0.79
```
Positions in Å, forces in eV/Å.

6.
Below is 2 unconnected molecules or ions with the total composition C6H14N2O2, with properties calculated with wB97M-V/def2-TZVPD.

Gap between HOMO and LUMO (eV): 9.65
SMILES: CNC(C)=O.CNC(C)=O
ΔE to the lowest compared entry with this formula, charge and spin (kJ/mol): 52.0

```
24
Properties=species:S:1:pos:R:3:forces:R:3:nbo_charge:R:1
O 1.261934 2.712651 -1.202923 0.17 0.24 0.04 -0.64
O -0.681965 -0.595891 0.797929 0.05 -0.09 0.05 -0.66
N 1.129756 1.738705 0.827180 0.27 -0.19 0.03 -0.62
N -1.878493 -1.738077 -0.706382 -0.16 -0.16 -0.44 -0.61
C 1.153782 2.978039 1.573650 0.38 -0.08 -0.25 -0.41
C -1.023371 -1.676357 0.334300 0.11 0.17 0.09 0.67
C 1.832343 0.418767 -1.114511 0.19 -0.22 0.22 -0.71
C -0.545683 -2.968396 0.932583 0.14 -0.67 -0.01 -0.71
C 1.344754 1.712189 -0.509600 -0.27 0.14 -0.17 0.68
C -2.361929 -0.524908 -1.338789 0.20 -0.04 0.08 -0.42
H 1.852059 3.653586 1.089260 0.01 0.11 -0.22 0.22
H 0.929630 0.871472 1.296594 0.01 -0.02 -0.02 0.42
H 0.192336 3.486964 1.597890 -0.11 -0.08 0.32 0.19
H -1.372386 -3.653860 1.110667 -0.18 0.07 0.16 0.23
H 1.735475 0.492024 -2.195068 -0.07 -0.14 0.06 0.23
H -3.253409 -0.770456 -1.905149 -0.17 0.12 0.03 0.20
H -2.561691 0.203712 -0.558751 -0.18 0.09 -0.09 0.23
H -2.104303 -2.605914 -1.166160 0.20 -0.04 0.34 0.39
H -0.045119 -2.741949 1.869112 -0.04 -0.02 0.02 0.24
H 1.586792 2.774392 2.554727 -0.49 0.08 0.13 0.20
H -1.622991 -0.098749 -2.016621 0.08 0.05 -0.02 0.20
H 0.146565 -3.545915 0.305609 -0.04 0.46 -0.11 0.23
H 2.895389 0.376247 -0.862582 0.05 -0.06 -0.15 0.23
H 1.390523 -0.498276 -0.712968 -0.15 0.29 -0.06 0.22
```
Positions in Å, forces in eV/Å.